120
Properties=species:S:1:pos:R:3:forces:R:3:lowdin_charge:R:1 method="wB97M-V/def2-TZVPD" charge=0 e_tot_ha=-3057.147515 e_above_lowest_kj_mol=1601.10 multiplicity=1
H -1.648 -2.475 3.411 1.0 -1.8 -0.6 -0.03
H -3.167 -2.312 3.817 2.1 0.7 -0.3 0.11
O -2.257 -1.873 3.774 -3.3 0.8 1.0 -0.05
H -1.703 5.302 -1.444 0.3 0.2 -0.3 0.00
H -2.264 6.068 -0.393 0.3 0.7 0.2 0.04
O -1.549 6.177 -1.043 -0.7 -1.1 0.2 -0.08
H -0.758 -0.321 3.331 -4.4 2.5 -0.8 -0.04
H 0.665 -0.379 2.667 -2.5 -1.0 3.4 0.17
O 0.010 -0.752 3.462 7.3 -0.7 -2.9 -0.09
H -4.972 -0.083 1.838 5.5 5.7 2.9 -0.12
H -5.086 -0.927 0.749 -1.7 -0.2 2.4 0.07
O -5.556 -0.679 1.644 -3.7 -5.6 -5.1 -0.01
H -3.670 3.611 -2.067 -6.6 -1.6 -7.6 -0.07
H -2.769 2.938 -1.139 2.3 -6.0 1.7 -0.05
O -3.139 3.668 -1.427 4.4 7.7 5.9 0.11
H 0.643 -6.244 0.007 0.6 -0.9 -2.2 0.09
O 1.155 -5.864 -0.790 -2.1 -0.6 3.1 -0.09
H -2.387 -5.267 1.419 0.0 -0.3 -0.6 0.01
O -2.441 -4.376 1.740 0.3 2.2 -0.6 -0.12
H -0.575 -4.055 -1.857 -0.2 -0.5 -0.1 0.05
H -0.743 -2.910 -2.903 -1.7 0.7 -1.9 -0.03
O -0.274 -3.210 -2.179 2.1 -0.1 2.2 0.01
H -5.484 3.454 1.650 -0.3 -0.3 -0.3 0.07
H -5.290 1.935 1.679 -2.3 -5.4 -3.0 -0.07
O -5.053 2.692 2.034 2.7 5.8 3.3 0.04
H -0.875 -2.695 -4.695 0.0 -1.3 1.3 -0.03
H -1.064 -1.361 -5.296 0.8 -1.9 -1.0 0.06
O -0.694 -2.277 -5.507 -0.9 2.8 -1.1 -0.03
H -4.048 1.274 -0.195 0.6 -0.2 4.1 -0.07
H -4.393 0.245 -1.329 0.3 0.8 0.6 0.04
O -4.174 1.168 -1.079 -1.4 -0.7 -5.7 -0.03
H -5.739 -1.936 -1.876 0.1 -0.9 -0.2 0.07
O -4.807 -1.894 -2.101 0.5 1.9 0.3 -0.03
H 5.234 -0.158 -3.182 0.6 -1.0 9.0 -0.12
H 4.697 0.760 -4.161 0.6 -1.0 -0.1 0.07
O 5.187 -0.081 -4.029 -1.0 2.0 -9.0 0.02
H 0.465 -0.510 6.445 -1.9 6.0 -0.8 -0.06
H 0.084 -1.863 6.460 -4.1 -3.4 -0.6 -0.02
O 0.768 -1.317 6.572 6.1 -2.6 1.6 0.08
H 1.793 2.579 5.899 -1.0 -0.3 -3.1 0.11
H 1.743 2.927 4.205 -0.1 -1.5 1.8 0.04
O 1.356 2.366 4.981 1.1 1.4 1.7 -0.13
H 2.376 1.547 -3.841 1.3 1.8 -0.8 0.02
H 2.289 0.808 -2.471 0.6 0.1 -0.2 0.05
O 1.947 0.885 -3.367 0.5 -1.5 1.2 -0.03
H -2.422 2.828 5.154 -2.0 -2.0 -0.5 0.00
H -1.053 3.062 5.411 2.9 -1.0 0.2 -0.05
O -1.852 3.499 5.409 -1.1 3.7 0.2 0.01
H 4.757 -1.495 1.033 1.4 1.4 1.0 0.04
H 3.448 -1.600 0.317 0.8 0.0 0.9 0.03
O 4.261 -2.105 0.544 -2.3 -1.1 -0.7 -0.04
H 1.225 -1.549 -0.870 0.7 2.3 0.0 0.11
O 1.424 -0.547 -0.629 1.3 -5.0 1.9 -0.07
H 1.868 3.851 2.600 1.2 -0.6 -0.3 0.05
H 2.277 2.505 2.098 -0.1 -1.6 -0.6 -0.03
O 2.583 3.157 2.705 -0.8 2.7 1.0 -0.07
H -0.811 0.105 5.100 -0.4 0.8 -0.1 0.03
O -1.088 1.042 5.097 -5.3 -4.3 -0.5 -0.01
H 3.886 -3.356 -3.995 -0.4 4.2 1.6 0.15
H 4.229 -1.695 -3.875 1.4 1.1 -1.3 -0.05
O 3.726 -2.390 -3.512 -1.4 -5.6 -0.3 -0.10
H -0.330 -1.054 0.208 2.7 0.1 -0.8 -0.04
H -0.845 -1.626 1.717 0.7 1.0 -2.6 0.09
O -1.016 -1.247 0.782 -3.1 -1.7 3.7 -0.04
H 1.084 2.164 0.831 -0.4 -1.8 -0.3 0.04
H 1.162 0.490 0.792 -0.3 -0.7 -2.0 -0.03
O 1.256 1.291 1.258 0.4 2.7 2.5 -0.05
H -0.465 4.469 1.703 1.6 0.4 -1.0 0.05
H 0.510 4.926 0.592 -0.3 2.0 -6.1 -0.06
O 0.489 4.682 1.428 -1.3 -2.4 6.9 -0.01
H 0.436 3.126 -3.965 -4.3 -0.8 -1.2 -0.05
H 1.533 4.140 -3.961 -0.7 -3.1 1.4 0.18
O 1.263 3.172 -3.605 4.7 5.1 -1.0 -0.06
H 2.322 3.978 -0.954 -0.2 0.6 -0.2 0.07
H 1.958 3.004 -2.203 -0.3 0.8 1.3 0.02
O 1.983 3.121 -1.203 0.6 -0.9 -0.3 -0.07
H 4.239 -4.639 -0.263 0.1 0.4 0.6 0.02
H 4.359 -4.455 1.344 -0.2 -0.2 -1.4 0.04
O 4.149 -5.059 0.600 0.1 -0.4 0.9 -0.07
H 3.807 -0.578 -1.164 3.2 0.8 -0.5 0.06
H 4.812 0.700 -1.021 -0.3 -2.7 -0.4 0.06
O 4.820 -0.330 -1.268 -2.9 2.5 0.4 -0.15
H -2.071 1.295 1.233 -3.0 -2.4 -0.3 0.15
H -2.429 0.276 0.242 1.1 -1.6 -2.4 -0.05
O -2.862 0.592 0.989 2.0 4.3 3.4 -0.09
H 3.056 -2.809 -0.456 -2.4 -2.0 -1.4 0.05
H 2.289 -3.088 -1.841 0.0 -0.4 2.1 0.06
O 2.172 -3.210 -0.836 2.3 2.0 -1.2 -0.12
H -2.844 3.253 1.991 -0.2 0.1 -0.1 0.02
O -1.967 3.654 2.083 0.0 -0.3 0.8 -0.05
H -2.904 -2.039 0.848 0.1 0.4 0.8 0.01
H -3.496 -2.148 -0.459 -0.7 -1.2 1.3 0.07
O -3.604 -2.580 0.454 0.5 2.0 -2.7 -0.08
H 1.127 0.118 -1.180 -1.6 1.7 -2.0 -0.04
H 1.260 -5.113 -0.191 1.4 1.5 -1.0 0.00
H -0.350 1.494 5.231 5.7 3.0 0.6 -0.09
H -2.537 -3.648 0.989 -0.1 -3.1 1.7 0.03
H -4.394 -2.671 -2.453 -0.6 -0.8 -0.2 0.05
H -1.808 3.614 3.050 -0.1 0.1 -0.3 0.05
O 0.714 -3.221 3.377 -0.2 -3.2 2.8 -0.09
H 0.614 -3.683 4.305 0.4 0.9 -2.9 0.11
H 0.577 -2.334 3.656 -0.2 1.7 0.1 -0.07
O -0.298 1.467 -1.039 -1.0 -1.2 3.0 0.02
H 0.186 2.196 -1.276 1.7 2.8 -1.3 -0.02
H -0.676 0.971 -1.725 -0.8 0.2 -1.5 -0.02
O 1.706 -4.629 -4.113 2.8 2.1 -4.5 0.03
H 1.567 -3.818 -3.696 -0.6 1.9 1.1 -0.03
H 1.366 -5.281 -3.630 -2.1 -4.0 3.4 -0.04
O -1.634 -0.499 -1.771 -2.7 0.7 -1.8 -0.05
H -0.704 -0.513 -1.869 1.8 -1.3 -0.2 -0.03
H -1.863 -0.038 -2.631 -0.4 -0.9 1.5 0.10
O -1.222 3.136 -4.813 -3.1 3.2 -1.0 -0.13
H -0.789 3.585 -5.590 -0.7 -0.7 0.9 0.07
H -2.143 3.731 -4.745 3.7 -2.5 0.0 0.17
O 4.502 2.243 -0.331 -4.1 -1.2 -1.1 -0.05
H 3.749 2.786 -0.763 2.3 -0.8 1.1 0.07
H 5.377 2.473 -0.172 2.0 1.9 0.1 0.02
O 0.246 -0.518 -3.574 0.3 -3.8 5.0 0.00
H 1.099 -0.499 -3.924 1.7 0.4 -1.4 0.03
H -0.421 -0.198 -4.043 -3.4 2.3 -3.7 -0.03

28
Properties=species:S:1:pos:R:3:forces:R:3:nbo_charge:R:1 method="wB97M-V/def2-TZVPD" charge=0 e_tot_ha=-595.087094 e_above_lowest_kj_mol=573.88 multiplicity=1
C -2.638 0.058 0.413 0.6 0.7 -0.1 -0.66
C -2.367 0.372 -1.037 -0.1 0.8 0.3 -0.07
O -1.014 0.099 -1.351 0.4 -1.5 -0.1 -0.49
C -0.164 1.047 -1.142 0.4 3.2 -0.9 0.70
O -0.615 2.263 -1.646 3.4 1.8 1.3 -0.70
C 1.050 0.881 -0.598 1.9 -1.0 -0.4 -0.32
C 2.000 1.979 -0.699 -2.0 -2.0 0.6 0.27
N 2.697 2.881 -0.680 1.0 1.3 -0.1 -0.35
C 1.584 -0.587 -0.561 -0.8 -0.9 -0.1 -0.24
C 2.802 -0.721 -1.376 2.7 0.0 -3.0 -0.61
C 1.899 -1.330 0.739 2.4 0.9 1.5 -0.63
H -2.886 -0.982 0.624 0.9 -0.3 -0.2 0.22
H -1.698 0.464 0.886 -1.7 -0.7 0.1 0.24
H -3.574 0.527 0.697 0.1 0.8 0.4 0.22
H -2.506 1.429 -1.309 -0.7 -0.6 0.2 0.21
H -2.855 -0.305 -1.657 -1.4 -0.7 -1.3 0.19
H 0.168 3.004 -1.484 -2.9 -2.8 -0.6 0.52
H 0.734 -1.072 -1.078 0.7 -0.4 0.3 0.23
H 2.985 -1.789 -1.731 -0.3 1.3 0.6 0.22
H 2.779 -0.083 -2.306 -0.2 -0.7 0.7 0.21
H 3.776 -0.396 -0.897 -1.2 -0.3 0.0 0.21
H 2.165 -2.399 0.930 -0.8 0.4 -1.6 0.23
H 2.828 -0.893 1.230 -0.9 0.1 -0.7 0.20
H 1.166 -1.076 1.414 -1.9 0.2 1.8 0.21
C -0.525 1.141 2.434 -2.1 -1.6 1.4 -0.26
C 0.430 1.673 1.986 1.5 0.9 0.6 -0.23
H -1.355 0.535 2.804 0.8 0.8 -0.2 0.25
H 1.384 2.139 1.953 0.1 0.2 -0.6 0.24

16
Properties=species:S:1:pos:R:3:forces:R:3:nbo_charge:R:1 method="wB97M-V/def2-TZVPD" charge=-1 e_tot_ha=-362.677374 e_above_lowest_kj_mol=78.80 multiplicity=1
C 1.526 2.110 0.011 -1.1 0.6 -0.6 -0.41
N 1.303 0.694 -0.232 -0.3 0.7 0.9 -0.68
C 0.229 0.107 0.636 -0.8 -2.3 -1.9 0.09
O -0.842 -0.412 -0.103 1.0 0.3 0.0 -0.98
H 2.550 2.417 -0.158 0.4 0.0 0.2 0.17
H 1.170 2.378 1.008 0.6 -0.2 0.3 0.18
H 0.906 2.804 -0.600 0.1 -0.4 -0.2 0.15
H 0.966 0.518 -1.164 -0.1 0.1 -0.3 0.36
H -0.274 0.786 1.325 1.0 0.6 0.6 0.12
H 0.753 -0.780 1.059 -0.3 0.7 0.9 0.12
H -2.224 -1.915 -1.790 0.2 0.2 -0.2 0.46
H -1.102 -0.909 -1.736 -0.3 0.1 0.4 0.51
O -1.708 -1.348 -2.381 -0.1 -0.4 -0.3 -1.01
H -0.994 -1.829 0.653 -0.3 -0.1 0.0 0.51
H -1.105 -2.048 2.137 -0.1 -0.2 0.1 0.44
O -1.154 -2.573 1.333 0.2 0.2 -0.1 -1.02

| no. | gap between HOMO and LUMO (eV) |
| --- | --- |
| 1 | 9.0 |
| 2 | 9.5 |
| 3 | 7.9 |